No. 1
ORCA calculation (ωB97M-V with the def2-TZVPD basis set) on C5H7LiNaO5 as an isolated structure.

The geometry in XYZ format:
```
19
Properties=species:S:1:pos:R:3:lowdin_charge:R:1
O 0.874 1.107 1.652 -0.405
C 0.715 2.391 1.900 -0.416
C 0.387 3.362 1.016 -0.002
O 0.963 -1.220 -2.459 0.201
Li 2.282 0.124 1.153 0.798
H 0.921 2.670 2.946 0.111
H 0.373 4.401 1.348 0.049
H -0.064 3.196 0.033 0.049
H -3.597 -1.020 -0.773 0.161
C -2.588 -0.894 -0.339 -0.118
C -1.458 -1.258 -1.247 -0.072
Na -0.740 0.084 1.498 0.570
O -2.428 -0.413 0.762 0.040
H -1.550 -0.683 -2.181 0.167
H -1.536 -2.327 -1.502 0.168
O -0.233 -1.036 -0.564 0.013
C 0.893 -1.220 -1.259 -0.575
O 1.909 -1.208 -0.385 0.101
H 2.672 -1.639 -0.799 0.161
```

Computed properties:
- Maximum force: 2.9 eV/A
- E_HOMO: -11.1 eV
- Kohn-Sham gap: 0.2729 Ha
- Net charge: +1
- Energy above the lowest of the compared OMol25 structures with the same formula, charge and spin: 0.0 kcal per mole
- Multiplicity: 1

***

No. 2
ORCA calculation (ωB97M-V with the def2-TZVPD basis set) on C25H31IN5O2PdS as an isolated structure.

The geometry in XYZ format:
```
66
Properties=species:S:1:pos:R:3:lowdin_charge:R:1
Pd -0.213 -0.252 -0.711 1.073
C 4.646 -2.637 0.763 0.057
C 4.610 -1.383 1.378 -0.004
C 3.676 -0.464 0.979 0.018
C 2.749 -0.796 -0.066 -0.249
C 2.747 -2.118 -0.607 0.040
C 3.716 -3.002 -0.228 0.003
N 1.867 0.090 -0.542 0.097
C 2.139 1.427 -0.530 -0.185
C 3.446 1.968 -0.516 0.047
C 3.615 3.337 -0.449 0.012
C 2.509 4.183 -0.424 0.044
C 1.204 3.680 -0.514 0.060
C 1.037 2.323 -0.606 -0.144
N -0.212 1.680 -0.743 -0.073
N -1.268 2.328 -0.821 0.197
C -2.397 1.509 -0.923 -0.264
C -3.646 2.080 -1.015 0.070
C -4.751 1.230 -1.098 0.027
C -4.548 -0.135 -1.079 0.025
C -3.250 -0.639 -0.982 -0.055
N -2.195 0.160 -0.914 0.005
H 5.390 -3.360 1.077 0.143
H 5.293 -1.155 2.185 0.138
H 3.548 0.472 1.509 0.136
H 2.051 -2.353 -1.401 0.115
H 3.782 -3.979 -0.686 0.135
H 4.299 1.317 -0.652 0.140
H 4.613 3.755 -0.454 0.140
H 2.656 5.255 -0.379 0.142
H 0.348 4.340 -0.530 0.139
H -3.743 3.157 -1.015 0.144
H -5.749 1.640 -1.175 0.142
H -5.377 -0.826 -1.141 0.137
H -3.062 -1.705 -0.962 0.106
C 2.529 -0.239 6.343 -0.082
C 2.175 -0.902 5.016 -0.300
C 1.152 -0.070 4.249 -0.331
S 0.615 -0.873 2.720 0.956
O 0.322 0.254 1.735 -0.581
C -0.983 -1.523 3.214 -0.350
C -0.870 -2.618 4.271 -0.292
C -2.212 -3.312 4.483 -0.085
H 3.278 -0.821 6.876 0.087
H 1.652 -0.157 6.985 0.087
H 2.928 0.765 6.190 0.085
H 1.786 -1.907 5.195 0.100
H 3.073 -1.023 4.402 0.096
H 1.573 0.878 3.909 0.099
H 0.266 0.150 4.849 0.108
H -1.408 -1.914 2.286 0.081
H -1.586 -0.675 3.548 0.113
H -0.528 -2.187 5.214 0.107
H -0.116 -3.348 3.964 0.114
H -2.978 -2.603 4.801 0.087
H -2.130 -4.077 5.252 0.089
H -2.557 -3.793 3.565 0.077
N -0.766 -2.691 -2.672 0.205
C -0.690 -3.061 -1.405 -0.628
O -0.403 -2.258 -0.470 -0.150
C -0.939 -4.491 -1.039 -0.552
I -2.822 -5.178 -1.757 0.941
H -0.620 -1.731 -2.949 0.112
H -1.090 -3.345 -3.373 0.111
H -0.931 -4.581 0.041 0.061
H -0.166 -5.129 -1.465 0.074
```

Computed properties:
- Maximum force: 0.5 eV/A
- E_HOMO (spin up / spin down): -16.9 / -16.9 eV
- Kohn-Sham gap (spin up / spin down): 0.1776 / 0.1775 Ha
- Net charge: +3
- Energy above the lowest of the compared OMol25 structures with the same formula, charge and spin: 0.0 kcal per mole
- Multiplicity: 1

***

No. 3
ORCA calculation (ωB97M-V with the def2-TZVPD basis set) on one molecule with the formula C5H6Br2N2.

The geometry in XYZ format:
```
15
Properties=species:S:1:pos:R:3:lowdin_charge:R:1
C 0.248 -1.202 0.044 -0.418
C 0.907 -0.062 0.145 -0.550
C -1.464 0.089 -0.277 -0.807
C 0.924 -2.590 0.415 -0.014
C -0.751 2.433 0.229 -0.146
N -1.137 -1.162 -0.048 0.042
N -0.706 1.108 -0.250 -0.098
Br 2.429 0.869 -0.095 0.816
Br -3.394 0.470 -0.023 0.641
H 0.059 -3.171 0.865 0.096
H 1.159 -3.005 -0.581 0.076
H 1.797 -2.354 1.079 0.083
H -0.027 2.409 1.147 0.108
H -0.165 3.075 -0.460 0.071
H -1.829 2.894 0.356 0.100
```

Computed properties:
- Maximum force: 4.7 eV/A
- E_HOMO: -8.7 eV
- Kohn-Sham gap: 0.3173 Ha
- Energy above the lowest of the compared OMol25 structures with the same formula, charge and spin: 60.5 kcal per mole
- Multiplicity: 1

***

No. 4
ORCA calculation (ωB97M-V with the def2-TZVPD basis set) on a 2-piece molecular cluster, C19H19N4O8 overall.

The geometry in XYZ format:
```
50
Properties=species:S:1:pos:R:3:lowdin_charge:R:1
C 3.198 3.328 2.767 -0.078
C 3.245 1.834 2.877 -0.226
O 1.960 1.407 2.369 -0.050
C 1.511 0.223 2.821 -0.500
C 0.082 0.007 2.432 -0.034
C -0.796 1.016 2.983 -0.341
C -2.305 0.891 2.931 -0.145
C -3.009 0.197 3.926 -0.041
C -4.411 0.193 3.943 -0.090
C -5.118 0.915 2.973 -0.122
C -4.422 1.673 2.023 -0.106
C -3.020 1.688 2.035 -0.035
O -0.359 2.010 3.583 0.038
C -0.400 -1.364 2.568 -0.468
O -1.507 -1.729 2.962 0.044
O 0.529 -2.274 2.257 -0.056
C 0.072 -3.638 2.420 -0.215
C 1.326 -4.428 2.211 -0.083
O 2.157 -0.521 3.538 0.093
H 4.132 3.779 3.105 0.071
H 3.005 3.610 1.728 0.063
H 2.369 3.688 3.387 0.086
H 4.029 1.379 2.255 0.120
H 3.340 1.500 3.917 0.122
H -2.467 -0.334 4.707 0.117
H -4.932 -0.380 4.715 0.094
H -6.209 0.883 2.965 0.087
H -4.966 2.261 1.278 0.091
H -2.465 2.334 1.349 0.115
H -0.338 -3.756 3.430 0.124
H -0.705 -3.853 1.674 0.125
H 1.129 -5.501 2.230 0.074
H 1.783 -4.155 1.255 0.038
H 2.039 -4.186 3.008 0.086
C 1.842 -4.663 -1.458 -0.050
O 1.496 -3.605 -2.388 -0.044
C 1.430 -2.362 -1.899 -0.398
N 1.365 -1.423 -2.860 0.192
C 1.521 -0.187 -2.429 -0.291
N 1.947 0.877 -3.208 0.093
O 2.398 1.803 -2.316 -0.004
N 2.257 1.305 -0.924 -0.110
O 2.761 1.978 -0.049 0.087
C 1.619 0.103 -1.014 -0.059
C 1.497 -0.938 -0.084 0.059
N 1.448 -2.193 -0.571 0.186
H 1.773 -5.560 -2.077 0.089
H 2.868 -4.535 -1.087 0.096
H 1.129 -4.701 -0.628 0.070
H 1.549 -0.736 0.971 0.085
```

Computed properties:
- Maximum force: 3.2 eV/A
- E_HOMO: -4.7 eV
- Kohn-Sham gap: 0.2112 Ha
- Net charge: -1
- Energy above the lowest of the compared OMol25 structures with the same formula, charge and spin: 11.1 kcal per mole
- Multiplicity: 1

***

No. 5
ORCA calculation (ωB97M-V with the def2-TZVPD basis set) on C22H18FeN2O3Te as an isolated structure.

The geometry in XYZ format:
```
47
Properties=species:S:1:pos:R:3:lowdin_charge:R:1
Fe -0.790 2.214 1.188 0.616
O 0.354 -0.908 -2.845 0.072
C -0.996 -0.906 -2.872 -0.253
C -1.691 -1.786 -3.699 -0.010
C -3.070 -1.803 -3.713 -0.055
C -3.796 -0.936 -2.900 -0.068
C -3.116 -0.068 -2.077 -0.018
C -1.713 -0.031 -2.040 -0.090
C -1.094 0.897 -1.096 -0.406
O -1.844 1.499 -0.245 -0.115
N 0.231 1.108 -1.105 0.099
N 0.540 1.928 -0.097 -0.108
C 1.768 2.429 -0.110 -0.002
C 2.240 3.372 0.804 -0.120
C 3.577 3.848 0.671 -0.028
C 4.022 4.883 1.427 -0.056
C 3.145 5.516 2.351 -0.036
C 1.866 5.087 2.531 0.009
C 1.377 3.980 1.790 -0.301
O 0.182 3.561 2.008 -0.106
H 0.680 -1.546 -3.489 0.118
H -1.130 -2.461 -4.335 0.121
H -3.585 -2.500 -4.360 0.115
H -4.876 -0.941 -2.918 0.109
H -3.657 0.618 -1.441 0.120
H 2.393 2.107 -0.937 0.149
H 4.226 3.369 -0.051 0.121
H 5.037 5.240 1.326 0.113
H 3.507 6.360 2.922 0.118
H 1.198 5.554 3.240 0.126
C -1.799 -1.424 1.504 -0.348
Te -0.394 -0.135 2.471 1.535
C 1.002 -1.208 1.258 -0.357
C 0.378 -2.580 1.168 -0.298
C 1.145 -3.717 0.952 -0.028
C 0.532 -4.957 0.845 -0.062
C -0.846 -5.064 0.960 -0.061
C -1.615 -3.932 1.185 -0.025
C -1.007 -2.689 1.290 -0.296
H -2.087 -0.970 0.557 0.049
H -2.684 -1.546 2.123 0.072
H 1.977 -1.212 1.740 0.069
H 1.070 -0.724 0.282 0.051
H 2.222 -3.635 0.875 0.120
H 1.133 -5.842 0.684 0.111
H -1.322 -6.032 0.888 0.112
H -2.689 -4.017 1.289 0.121
```

Computed properties:
- Maximum force: 1.8 eV/A
- E_HOMO (spin up / spin down): -11.0 / -11.0 eV
- Kohn-Sham gap (spin up / spin down): 0.2494 / 0.2024 Ha
- Net charge: +1
- Multiplicity: 2

***

No. 6
ORCA calculation (ωB97M-V with the def2-TZVPD basis set) on HO2PbS as an isolated structure.

The geometry in XYZ format:
```
5
Properties=species:S:1:pos:R:3:lowdin_charge:R:1
Pb 0.592 -0.923 0.184 1.013
S 2.259 1.087 0.098 0.413
O 0.411 1.082 0.243 -0.856
O -1.372 -0.785 0.106 -0.542
H -1.890 -0.461 -0.632 -0.030
```

Computed properties:
- Maximum force: 5.6 eV/A
- E_HOMO (spin up / spin down): -9.2 / -9.0 eV
- Kohn-Sham gap (spin up / spin down): 0.3174 / 0.2442 Ha
- Multiplicity: 2

***

No. 7
ORCA calculation (ωB97M-V with the def2-TZVPD basis set) on a 4-piece molecular cluster, C30H33BN3O15S overall.

The geometry in XYZ format:
```
83
Properties=species:S:1:pos:R:3:lowdin_charge:R:1
C 1.301 1.634 3.797 -0.158
S -0.402 1.205 3.473 0.718
O -0.411 -0.263 3.601 -0.384
O -1.134 1.891 4.533 -0.372
B -0.927 1.863 1.723 -0.625
C -0.314 0.957 0.479 -0.130
C 0.879 0.019 0.719 -0.223
C 1.663 -0.238 -0.561 -0.301
N 0.871 -0.997 -1.542 0.006
C -0.454 3.440 1.701 -0.110
C 0.986 3.698 1.197 -0.133
C 1.095 4.982 0.429 -0.497
N 1.748 4.887 -0.867 0.096
O 0.667 6.027 0.809 0.103
C -2.551 1.737 1.606 -0.195
C -3.192 2.419 0.563 -0.044
C -4.557 2.316 0.386 -0.089
C -5.260 1.507 1.270 -0.103
C -4.548 0.841 2.252 -0.159
N -3.233 0.935 2.442 0.113
H 1.344 2.583 4.319 0.066
H 1.580 0.816 4.448 0.025
H 1.898 1.679 2.894 0.043
H -1.109 0.348 0.051 0.100
H -0.049 1.663 -0.318 0.070
H 0.493 -0.949 1.025 0.108
H 1.596 0.386 1.449 0.084
H 2.518 -0.865 -0.295 0.103
H 2.083 0.694 -0.960 0.095
H 1.499 -1.231 -2.305 0.059
H 0.201 -0.368 -1.974 0.056
H -0.495 3.806 2.728 0.095
H -1.138 4.082 1.153 0.090
H 1.363 2.917 0.543 0.091
H 1.658 3.833 2.045 0.115
H 2.685 5.261 -0.741 0.095
H 1.287 5.581 -1.450 0.088
H -2.601 3.031 -0.102 0.084
H -5.079 2.844 -0.399 0.092
H -6.331 1.391 1.202 0.084
H -5.085 0.187 2.929 0.095
C -1.797 -6.491 -3.814 0.066
C -2.571 -5.427 -3.562 -0.240
C -2.122 -4.304 -2.659 -0.309
O -2.895 -3.377 -2.515 0.115
C -0.819 -4.400 -2.029 0.082
C -0.048 -5.466 -2.280 -0.237
C -0.485 -6.575 -3.200 -0.319
O 0.291 -7.497 -3.382 0.094
O 1.156 -5.641 -1.749 0.115
O -3.781 -5.261 -4.075 0.110
H -2.108 -7.298 -4.462 0.131
H -0.509 -3.595 -1.373 0.127
H 1.486 -6.489 -2.102 0.115
H -4.100 -4.406 -3.722 0.119
C 2.470 -4.133 3.654 0.060
C 2.151 -2.842 3.888 -0.217
C 3.151 -1.902 4.546 -0.289
O 2.832 -0.744 4.696 0.105
C 4.441 -2.437 4.958 0.068
C 4.728 -3.721 4.723 -0.247
C 3.758 -4.646 4.038 -0.334
O 4.134 -5.796 3.857 0.071
O 5.879 -4.294 5.059 0.097
O 0.971 -2.364 3.566 0.113
H 1.777 -4.817 3.185 0.131
H 5.135 -1.764 5.442 0.130
H 5.801 -5.222 4.760 0.111
H 0.842 -1.418 3.827 0.070
C 0.550 2.934 -5.119 0.064
C 0.452 3.083 -3.784 -0.234
C -0.863 3.426 -3.120 -0.296
O -0.869 3.546 -1.913 0.114
C -2.037 3.609 -3.959 0.081
C -1.927 3.455 -5.284 -0.241
C -0.622 3.097 -5.945 -0.326
O -0.635 2.967 -7.159 0.084
O -2.942 3.603 -6.128 0.105
O 1.475 2.950 -2.969 0.099
H 1.482 2.690 -5.606 0.131
H -2.969 3.867 -3.476 0.136
H -2.572 3.429 -7.016 0.114
H 1.165 3.122 -2.051 0.079
```

Computed properties:
- Maximum force: 1.2 eV/A
- E_HOMO: -5.7 eV
- Kohn-Sham gap: 0.2178 Ha
- Net charge: -1
- Multiplicity: 1